[1]
Density functional theory data (wB97M-V/def2-TZVPD) for a single C4H6N2O molecule.

Output
Electronic energy: -340.660628 hartree
2S+1: 1
Structure (SMILES): NCc1cnco1
Max |F|: 0.1999 hartree/bohr

Element x y z (Å)
C  -1.108  0.354  0.287
C  0.248  0.369  -0.082
C  1.373  1.093  -0.330
C  1.953  -0.928  -0.153
H  -1.702  -1.178  -0.430
H  -3.109  -0.152  -0.411
H  -1.066  -0.291  1.241
H  -1.394  1.354  0.733
H  1.485  2.135  -0.174
H  2.450  -1.887  0.294
N  -2.202  -0.191  -0.606
N  2.524  0.275  -0.291
O  0.548  -0.952  -0.079


[2]
Density functional theory data (wB97M-V/def2-TZVPD) for a single C4H6N2O molecule.

Output
Electronic energy: -340.714509 hartree
2S+1: 1
Structure (SMILES): NC1=C[C@@H](O)N=C1
Max |F|: 0.0345 hartree/bohr

Element x y z (Å)
N  1.120  0.218  -1.938
C  0.456  0.161  -0.722
C  0.639  1.130  0.360
N  -0.018  0.849  1.432
C  -0.973  -0.182  1.004
O  -1.613  -1.003  1.918
C  -0.495  -0.706  -0.300
H  1.980  0.750  -1.931
H  1.256  -0.687  -2.367
H  1.205  2.056  0.282
H  -1.607  0.734  0.921
H  -1.059  -1.751  2.168
H  -0.892  -1.568  -0.827


[3]
Density functional theory data (wB97M-V/def2-TZVPD) for 2 unconnected molecules or ions with the total composition C4H6N2O.

Output
Electronic energy: -340.743551 hartree
2S+1: 1
Structure (SMILES): C1=COCC1.N#N
Max |F|: 0.0958 hartree/bohr

Element x y z (Å)
C  -0.022  -0.229  0.720
C  -0.029  0.990  0.173
C  -0.686  -1.184  -0.215
C  -1.395  -0.151  -1.167
N  4.242  0.732  1.782
N  3.188  1.007  1.648
O  -0.856  1.146  -0.876
H  0.554  -0.404  1.604
H  -0.065  -1.748  -0.782
H  -1.543  -1.773  0.187
H  -1.291  -0.252  -2.209
H  -2.500  -0.066  -1.210
H  0.402  1.932  0.347


[4]
Density functional theory data (wB97M-V/def2-TZVPD) for a single C4H6N2O molecule.

Output
Electronic energy: -340.691280 hartree
2S+1: 1
Structure (SMILES): [H]/N=C/[C@H](C#N)OC
Max |F|: 0.0998 hartree/bohr

Element x y z (Å)
C  -0.360  1.432  0.961
C  -1.383  0.096  -0.760
C  2.012  -0.630  0.128
C  -0.293  0.051  0.229
N  -0.456  2.446  1.437
N  -2.457  -0.451  -0.525
O  0.844  -0.137  -0.580
H  -1.025  0.686  -1.589
H  1.826  -1.735  0.226
H  1.909  -0.305  1.184
H  2.906  -0.303  -0.349
H  -0.404  -0.774  0.884
H  -3.121  -0.377  -1.247


[5]
Density functional theory data (wB97M-V/def2-TZVPD) for a single C4H6N2O molecule.

Output
Electronic energy: -340.713821 hartree
2S+1: 1
Structure (SMILES): COc1cc[nH]n1
Max |F|: 0.0328 hartree/bohr

Element x y z (Å)
C  -2.314  0.338  0.130
O  -1.295  -0.569  0.481
C  -0.041  -0.200  0.175
N  0.455  1.021  0.214
N  1.774  0.803  0.003
C  2.090  -0.492  -0.204
C  0.894  -1.179  -0.176
H  -3.230  -0.074  0.555
H  -2.110  1.334  0.530
H  -2.393  0.383  -0.962
H  2.386  1.594  -0.097
H  3.129  -0.802  -0.249
H  0.486  -1.917  -0.829


[6]
Density functional theory data (wB97M-V/def2-TZVPD) for 2 unconnected molecules or ions with the total composition C4H6N2O.

Output
Electronic energy: -340.474169 hartree
2S+1: 1
Max |F|: 0.1810 hartree/bohr

Element x y z (Å)
C  0.115  1.246  -0.539
C  0.774  0.282  0.354
C  1.230  -1.083  -0.124
C  1.439  -2.270  -0.220
H  -1.217  -0.517  -0.416
H  -2.756  -0.106  -0.444
H  0.481  2.348  -0.847
H  1.830  0.675  0.822
H  -0.925  1.028  1.066
H  1.869  -3.306  -0.455
N  -1.698  0.259  -0.085
N  -1.159  1.256  -0.677
O  0.017  0.189  1.564


[7]
Density functional theory data (wB97M-V/def2-TZVPD) for a molecular structure, C4H6N2O.

Output
Electronic energy: -340.650120 hartree
2S+1: 1
Max |F|: 0.0639 hartree/bohr

Element x y z (Å)
C  -0.322  -0.004  0.314
C  -0.922  0.917  1.335
C  -0.292  0.355  -1.124
N  0.957  -0.656  -1.489
C  0.807  -0.938  0.407
N  -0.399  -1.492  0.421
O  -0.686  1.225  -1.816
H  1.665  -0.245  -2.087
H  0.731  -1.601  -1.772
H  1.694  -1.004  1.013
H  -1.942  0.610  1.567
H  -0.950  1.946  0.975
H  -0.342  0.887  2.257


[8]
Density functional theory data (wB97M-V/def2-TZVPD) for a single C4H6N2O molecule.

Output
Electronic energy: -340.749530 hartree
2S+1: 1
Structure (SMILES): O=C1NC[C@H]2CN12
Max |F|: 0.0091 hartree/bohr

Element x y z (Å)
O  -0.834  -2.055  1.494
C  -0.436  -1.161  0.790
N  -0.539  -1.090  -0.582
C  0.338  -0.107  -1.186
C  0.809  0.646  0.059
C  -0.266  1.286  0.833
N  0.283  -0.010  1.258
H  -0.910  -1.881  -1.082
H  -0.205  0.542  -1.886
H  1.175  -0.566  -1.726
H  1.851  0.921  0.168
H  -0.061  2.118  1.499
H  -1.255  1.286  0.377


[9]
Density functional theory data (wB97M-V/def2-TZVPD) for 2 unconnected molecules or ions with the total composition C4H6N2O.

Output
Electronic energy: -340.621187 hartree
2S+1: 1
Max |F|: 0.0185 hartree/bohr

Element x y z (Å)
C  1.643  1.093  -0.684
O  0.742  0.439  -1.279
C  -0.358  -0.050  -0.635
C  -1.460  -0.680  -1.222
N  -2.254  -1.075  -0.224
C  -1.592  -0.679  0.898
N  -0.445  -0.038  0.709
H  2.530  1.343  -1.246
H  2.057  -0.013  1.910
H  1.488  1.468  0.316
H  -1.687  -0.831  -2.270
H  -1.977  -0.874  1.894
H  1.312  -0.103  1.832


[10]
Density functional theory data (wB97M-V/def2-TZVPD) for a single C4H6N2O molecule.

Output
Electronic energy: -340.745860 hartree
2S+1: 1
Structure (SMILES): CC1=N[C@H](O)C=N1
Max |F|: 0.0079 hartree/bohr

Element x y z (Å)
C  2.174  -0.383  0.171
C  0.715  -0.114  0.020
N  0.055  -0.598  -1.175
C  -1.140  -0.167  -1.047
C  -1.299  0.683  0.199
O  -2.435  0.470  0.975
N  -0.006  0.533  0.854
H  2.696  -0.109  -0.751
H  2.353  -1.450  0.340
H  2.575  0.191  1.008
H  -1.921  -0.354  -1.782
H  -2.414  -0.435  1.310
H  -1.352  1.732  -0.123


[11]
Density functional theory data (wB97M-V/def2-TZVPD) for a single C4H6N2O molecule.

Output
Electronic energy: -340.722775 hartree
2S+1: 1
Structure (SMILES): [H]/N=C1\CCO\C1=N\[H]
Max |F|: 0.0501 hartree/bohr

Element x y z (Å)
C  -1.012  0.481  -0.208
C  -1.048  -1.030  -0.234
O  0.289  -1.459  -0.533
C  1.208  -0.551  -0.123
N  2.446  -0.813  -0.123
C  0.452  0.673  0.255
N  0.832  1.702  0.895
H  -1.165  0.935  -1.199
H  -1.811  0.891  0.443
H  -0.127  2.035  0.866
H  -1.702  -1.454  -0.992
H  -1.332  -1.409  0.756
H  2.970  -0.001  0.198


[12]
Density functional theory data (wB97M-V/def2-TZVPD) for a single C4H6N2O molecule.

Output
Electronic energy: -340.746709 hartree
2S+1: 1
Structure (SMILES): [H]/N=C/OCCC#N
Max |F|: 0.0211 hartree/bohr

Element x y z (Å)
N  -0.943  -0.716  -1.860
C  0.297  -0.474  -1.894
O  0.943  0.251  -0.964
C  0.162  0.776  0.108
C  0.260  -0.172  1.305
C  -0.413  0.386  2.482
N  -0.940  0.849  3.400
H  -1.217  -1.261  -2.673
H  1.016  -0.798  -2.652
H  -0.877  0.897  -0.205
H  0.595  1.748  0.346
H  -0.195  -1.136  1.057
H  1.312  -0.350  1.550


[13]
Density functional theory data (wB97M-V/def2-TZVPD) for a molecular structure, C4H6N2O.

Output
Electronic energy: -340.647644 hartree
2S+1: 1
Max |F|: 0.0080 hartree/bohr

Element x y z (Å)
N  -1.813  0.477  0.356
C  -0.481  0.361  0.425
C  0.010  -0.968  0.214
O  -0.751  -1.933  -0.064
N  1.359  -0.844  -0.092
C  1.730  0.476  0.043
C  0.636  1.257  0.270
H  -2.168  -0.411  -0.557
H  -2.085  1.415  0.051
H  -1.832  -1.292  -0.853
H  1.983  -1.625  -0.208
H  2.775  0.757  0.008
H  0.635  2.329  0.409


[14]
Density functional theory data (wB97M-V/def2-TZVPD) for a single C4H6N2O molecule.

Output
Electronic energy: -340.760723 hartree
2S+1: 1
Structure (SMILES): Cc1c[nH]c(O)n1
Max |F|: 0.0148 hartree/bohr

Element x y z (Å)
C  0.004  -1.773  1.142
C  -0.152  -0.618  0.211
C  -1.007  0.446  0.302
N  -0.632  1.303  -0.710
C  0.467  0.755  -1.280
O  1.322  1.582  -1.933
N  0.758  -0.421  -0.806
H  0.847  -2.382  0.810
H  -0.891  -2.396  1.189
H  0.224  -1.411  2.152
H  -1.745  0.725  1.034
H  -0.980  2.221  -0.937
H  1.785  1.967  -1.173


[15]
Density functional theory data (wB97M-V/def2-TZVPD) for 2 unconnected molecules or ions with the total composition C4H6N2O.

Output
Electronic energy: -340.720294 hartree
2S+1: 1
Structure (SMILES): [H]/N=C1\C=CNC1=O.[H][H]
Max |F|: 0.0116 hartree/bohr

Element x y z (Å)
N  -0.201  -1.085  2.010
C  -0.292  -0.760  0.786
C  -0.492  0.706  0.382
O  -0.584  1.685  1.082
N  -0.536  0.676  -1.004
C  -0.388  -0.628  -1.473
C  -0.243  -1.515  -0.474
H  2.379  2.571  0.416
H  -0.066  -2.095  2.097
H  1.718  2.509  0.753
H  -0.639  1.501  -1.571
H  -0.404  -0.813  -2.541
H  -0.115  -2.584  -0.577


[16]
Density functional theory data (wB97M-V/def2-TZVPD) for a single C4H6N2O molecule.

Output
Electronic energy: -340.592071 hartree
2S+1: 1
Max |F|: 0.0082 hartree/bohr

Element x y z (Å)
C  -0.542  1.315  -1.811
O  -0.506  1.514  -0.385
C  -0.063  0.257  0.433
C  -1.388  0.487  0.452
N  0.564  -1.879  1.932
C  1.392  -1.343  1.129
N  1.103  -0.199  0.384
H  0.483  1.160  -2.155
H  -0.962  2.226  -2.243
H  -1.169  0.449  -2.037
H  -1.956  0.989  1.224
H  0.982  -2.707  2.356
H  2.404  -1.714  0.936


[17]
Density functional theory data (wB97M-V/def2-TZVPD) for a molecular structure, C4H6N2O.

Output
Electronic energy: -340.569178 hartree
2S+1: 1
Max |F|: 0.0080 hartree/bohr

Element x y z (Å)
C  -2.336  0.006  -0.185
O  -1.118  -0.690  0.134
C  -0.093  0.081  -0.073
C  0.500  1.082  -0.606
N  1.649  0.257  -0.839
C  2.206  -0.418  0.192
N  1.465  -1.100  0.995
H  -2.370  0.930  0.402
H  -3.150  -0.652  0.113
H  -2.378  0.239  -1.252
H  0.370  2.103  -0.947
H  3.298  -0.379  0.252
H  1.957  -1.460  1.814


[18]
Density functional theory data (wB97M-V/def2-TZVPD) for a single C4H6N2O molecule.

Output
Electronic energy: -340.760356 hartree
2S+1: 1
Structure (SMILES): N[C@@H]1NC=CC1=O
Max |F|: 0.0087 hartree/bohr

Element x y z (Å)
N  -1.356  -1.477  -0.139
C  -0.293  -0.552  -0.426
C  -0.555  0.973  -0.322
O  -1.597  1.496  -0.670
C  0.670  1.543  0.229
C  1.436  0.501  0.640
N  0.859  -0.724  0.442
H  -2.050  -1.414  -0.878
H  -1.823  -1.217  0.725
H  0.011  -0.703  -1.474
H  0.882  2.594  0.363
H  2.411  0.550  1.115
H  1.406  -1.569  0.396


[19]
Density functional theory data (wB97M-V/def2-TZVPD) for a single C4H6N2O molecule.

Output
Electronic energy: -340.611464 hartree
2S+1: 1
Structure (SMILES): O=CN1CCC=N1
Max |F|: 0.1119 hartree/bohr

Element x y z (Å)
C  -1.654  -0.349  -0.194
C  0.739  -1.238  0.163
C  1.995  -0.333  -0.070
C  1.507  1.074  -0.140
H  -2.148  -1.316  -0.264
H  0.636  -1.726  1.283
H  0.752  -1.954  -0.781
H  2.494  -0.585  -0.905
H  2.485  -0.515  1.028
H  1.814  2.260  0.008
N  -0.274  -0.178  -0.157
N  0.238  1.053  0.189
O  -2.663  0.348  0.107


[20]
Density functional theory data (wB97M-V/def2-TZVPD) for a molecular structure, C4H6N2O.

Output
Electronic energy: -340.657195 hartree
2S+1: 1
Max |F|: 0.0498 hartree/bohr

Element x y z (Å)
N  -0.530  -0.567  -2.139
C  -0.686  -0.205  -0.946
O  -1.779  0.312  -0.288
C  -0.991  0.614  0.903
C  0.231  0.108  0.211
C  1.432  -0.603  0.778
N  1.541  0.609  -0.003
H  -1.385  -0.459  -2.690
H  -0.934  1.668  1.147
H  -1.349  0.002  1.741
H  1.009  -1.527  0.426
H  1.635  -0.434  1.832
H  1.806  0.482  -0.972